DFT (ωB97M-V/def2-TZVPD) results for a 10-piece molecular cluster, C71H162N10O13 overall at a distorted geometry.

## Properties
- Gap between HOMO and LUMO: 8.243 eV
- Energy relative to the best compared isomer or geometry (same formula, charge and spin): 0.00 kcal/mol

Last columns: bonded neighbours and bond lengths (Å).
CARTESIAN COORDINATES (ANGSTROEM)
1 C 17.3652 2.7364 1.7448  C2 1.587, H12 1.090, H13 1.090, H14 1.090
2 C 16.5938 1.5093 2.3905  C1 1.587, C3 1.581, C4 1.619, N10 1.494
3 C 17.0190 0.1713 1.6644  C2 1.581, H15 1.090, H16 1.090, H17 1.090
4 C 17.0179 1.3310 3.9425  C2 1.619, C5 1.572, H18 1.090, H19 1.090
5 C 16.2587 2.3200 4.9000  C4 1.572, C6 1.534, H20 1.090, H21 1.090
6 C 14.7593 2.2757 4.5799  C5 1.534, C7 1.504, H22 1.090, H23 1.090
7 C 14.2712 2.4803 3.1725  C6 1.504, C8 1.566, C9 1.550, N10 1.511
8 C 12.7534 2.0963 3.1250  C7 1.566, H24 1.090, H25 1.090, H26 1.090
9 C 14.3317 3.9707 2.7507  C7 1.550, H27 1.090, H28 1.090, H29 1.090
10 N 15.1117 1.6301 2.2492  C2 1.494, C7 1.511, O11 1.371
11 O 14.8271 1.7906 0.9182  N10 1.371, H30 0.960
12 H 18.3948 2.5492 1.4400  C1 1.090
13 H 16.9165 3.1574 0.8451  C1 1.090
14 H 17.3869 3.4647 2.5555  C1 1.090
15 H 16.3271 -0.6695 1.7140  C3 1.090
16 H 17.2714 0.3234 0.6150  C3 1.090
17 H 17.9898 -0.2444 1.9342  C3 1.090
18 H 16.6555 0.3544 4.2633  C4 1.090
19 H 18.0967 1.4124 4.0759  C4 1.090
20 H 16.3352 2.0164 5.9440  C5 1.090
21 H 16.4563 3.3766 4.7187  C5 1.090
22 H 14.1999 2.9340 5.2445  C6 1.090
23 H 14.5516 1.2075 4.6415  C6 1.090
24 H 12.6135 2.2813 2.0600  C8 1.090
25 H 12.0475 2.6792 3.7167  C8 1.090
26 H 12.7470 1.0543 3.4447  C8 1.090
27 H 14.1656 4.2035 1.6989  C9 1.090
28 H 15.3644 4.3102 2.8315  C9 1.090
29 H 13.7892 4.6502 3.4081  C9 1.090
30 H 14.6357 0.8719 0.7157  O11 0.960
31 C 0.3926 -1.1982 2.8571  C32 1.651, H42 1.090, H43 1.090, H44 1.090
32 C -0.0063 -0.6122 1.3656  C31 1.651, C33 1.557, C34 1.630, N40 1.510
33 C -1.0960 -1.5399 0.7522  C32 1.557, H45 1.090, H46 1.090, H47 1.090
34 C -0.7309 0.8246 1.6232  C32 1.630, C35 1.566, H48 1.090, H49 1.090
35 C 0.3114 1.9827 1.7819  C34 1.566, C36 1.542, H50 1.090, H51 1.090
36 C 1.3570 1.9527 0.6484  C35 1.542, C37 1.601, H52 1.090, H53 1.090
37 C 2.1358 0.5844 0.3593  C36 1.601, C38 1.613, C39 1.530, N40 1.490
38 C 2.6453 0.6660 -1.1694  C37 1.613, H54 1.090, H55 1.090, H56 1.090
39 C 3.2337 0.4877 1.4209  C37 1.530, H57 1.090, H58 1.090, H59 1.090
40 N 1.1638 -0.5439 0.4129  C32 1.510, C37 1.490, O41 1.357
41 O 1.8223 -1.7259 0.3136  N40 1.357, H60 0.960
42 H 1.2010 -0.6984 3.3908  C31 1.090
43 H -0.4326 -1.2337 3.5683  C31 1.090
44 H 0.7332 -2.2160 2.6666  C31 1.090
45 H -1.5115 -1.2046 -0.1981  C33 1.090
46 H -0.7695 -2.5720 0.6254  C33 1.090
47 H -1.9716 -1.5680 1.4008  C33 1.090
48 H -1.4676 1.1059 0.8707  C34 1.090
49 H -1.2726 0.9232 2.5639  C34 1.090
50 H -0.2247 2.9213 1.6414  C35 1.090
51 H 0.9575 1.9535 2.6593  C35 1.090
52 H 2.1427 2.6594 0.9155  C36 1.090
53 H 0.9296 2.2040 -0.3223  C36 1.090
54 H 3.1981 -0.2173 -1.4891  C38 1.090
55 H 3.3382 1.5069 -1.1978  C38 1.090
56 H 1.9397 0.8160 -1.9865  C38 1.090
57 H 3.7819 1.4179 1.5699  C39 1.090
58 H 3.9585 -0.2855 1.1661  C39 1.090
59 H 2.8210 0.2605 2.4039  C39 1.090
60 H 2.0640 -1.7865 -0.6135  O41 0.960
61 C -2.1618 14.0130 0.1249  C62 1.579, H72 1.090, H73 1.090, H74 1.090
62 C -1.3308 12.6768 -0.0071  C61 1.579, C63 1.533, C64 1.561, N70 1.500
63 C -0.9798 12.1783 1.3990  C62 1.533, H75 1.090, H76 1.090, H77 1.090
64 C -2.2214 11.5218 -0.5626  C62 1.561, C65 1.498, H78 1.090, H79 1.090
65 C -2.4086 11.5140 -2.0493  C64 1.498, C66 1.510, H80 1.090, H81 1.090
66 C -1.1261 11.8153 -2.7879  C65 1.510, C67 1.562, H82 1.090, H83 1.090
67 C -0.2447 13.0101 -2.3031  C66 1.562, C68 1.509, C69 1.515, N70 1.451
68 C 1.1525 12.9424 -2.8694  C67 1.509, H84 1.090, H85 1.090, H86 1.090
69 C -0.8244 14.3487 -2.7110  C67 1.515, H87 1.090, H88 1.090, H89 1.090
70 N -0.1253 12.9461 -0.8582  C62 1.500, C67 1.451, O71 1.396
71 O 0.7803 13.8482 -0.2961  N70 1.396, H90 0.960
72 H -2.9505 14.1302 -0.6184  C61 1.090
73 H -2.7266 13.9880 1.0568  C61 1.090
74 H -1.5337 14.9032 0.1594  C61 1.090
75 H -0.2819 12.8849 1.8480  C63 1.090
76 H -1.7966 11.9008 2.0653  C63 1.090
77 H -0.3519 11.2895 1.3384  C63 1.090
78 H -1.7938 10.5591 -0.2823  C64 1.090
79 H -3.1790 11.5668 -0.0439  C64 1.090
80 H -2.8106 10.5553 -2.3770  C65 1.090
81 H -3.1505 12.2238 -2.4152  C65 1.090
82 H -1.3560 12.0295 -3.8316  C66 1.090
83 H -0.5710 10.8777 -2.8182  C66 1.090
84 H 1.1514 12.8864 -3.9580  C68 1.090
85 H 1.7344 12.1008 -2.4936  C68 1.090
86 H 1.5842 13.9221 -2.6649  C68 1.090
87 H -0.6804 14.3054 -3.7906  C69 1.090
88 H -0.3212 15.1398 -2.1552  C69 1.090
89 H -1.8692 14.5467 -2.4720  C69 1.090
90 H 1.2857 13.1907 0.1874  O71 0.960
91 C -7.5113 5.4938 2.8179  C92 1.574, H102 1.090, H103 1.090, H104 1.090
92 C -8.7127 5.4411 3.8332  C91 1.574, C93 1.568, C94 1.600, N100 1.498
93 C -9.0551 6.8294 4.4766  C92 1.568, H105 1.090, H106 1.090, H107 1.090
94 C -9.9298 4.9457 2.9210  C92 1.600, C95 1.585, H108 1.090, H109 1.090
95 C -11.2030 4.3573 3.6588  C94 1.585, C96 1.493, H110 1.090, H111 1.090
96 C -10.6295 3.2652 4.4996  C95 1.493, C97 1.506, H112 1.090, H113 1.090
97 C -9.5397 3.6160 5.4783  C96 1.506, C98 1.574, C99 1.553, N100 1.460
98 C -10.0785 4.4043 6.7290  C97 1.574, H114 1.090, H115 1.090, H116 1.090
99 C -8.9503 2.2304 5.8579  C97 1.553, H117 1.090, H118 1.090, H119 1.090
100 N -8.4588 4.3462 4.8229  C92 1.498, C97 1.460, O101 1.339
101 O -7.3306 4.5755 5.5062  N100 1.339, H120 0.960
102 H -7.7625 6.0649 1.9241  C91 1.090
103 H -6.5883 5.8929 3.2386  C91 1.090
104 H -7.3541 4.5234 2.3472  C91 1.090
105 H -10.1086 6.7070 4.7281  C93 1.090
106 H -8.4528 6.9525 5.3768  C93 1.090
107 H -8.7384 7.6749 3.8659  C93 1.090
108 H -10.4194 5.8194 2.4909  C94 1.090
109 H -9.6085 4.2259 2.1682  C94 1.090
110 H -11.7086 5.0064 4.3738  C95 1.090
111 H -11.9380 4.0850 2.9014  C95 1.090
112 H -10.3233 2.6384 3.6621  C96 1.090
113 H -11.3693 2.8237 5.1674  C96 1.090
114 H -10.3321 5.4243 6.4401  C98 1.090
115 H -9.4574 4.5664 7.6099  C98 1.090
116 H -11.0753 4.0477 6.9884  C98 1.090
117 H -7.9470 2.3166 6.2751  C99 1.090
118 H -8.9633 1.4512 5.0958  C99 1.090
119 H -9.5421 1.8059 6.6688  C99 1.090
120 H -6.7502 3.9764 5.0310  O101 0.960
121 C -6.5964 -9.5282 1.5867  C122 1.593, H132 1.090, H133 1.090, H134 1.090
122 C -7.7065 -9.1192 2.6536  C121 1.593, C123 1.507, C124 1.543, N130 1.500
123 C -7.5152 -9.9293 3.9095  C122 1.507, H135 1.090, H136 1.090, H137 1.090
124 C -7.4820 -7.6369 3.0203  C122 1.543, C125 1.509, H138 1.090, H139 1.090
125 C -8.1941 -6.6313 2.1485  C124 1.509, C126 1.590, H140 1.090, H141 1.090
126 C -9.6842 -7.0770 1.8165  C125 1.590, C127 1.569, H142 1.090, H143 1.090
127 C -9.7113 -8.4644 1.0846  C126 1.569, C128 1.641, C129 1.548, N130 1.437
128 C -11.3148 -8.7751 1.2464  C127 1.641, H144 1.090, H145 1.090, H146 1.090
129 C -9.2614 -8.3996 -0.3956  C127 1.548, H147 1.090, H148 1.090, H149 1.090
130 N -9.0424 -9.3403 2.0074  C122 1.500, C127 1.437, O131 1.382
131 O -9.3632 -10.6634 1.7675  N130 1.382, H150 0.960
132 H -5.6702 -9.6624 2.1453  C121 1.090
133 H -6.3753 -8.6288 1.0118  C121 1.090
134 H -6.7397 -10.4304 0.9921  C121 1.090
135 H -8.3689 -9.7464 4.5621  C123 1.090
136 H -6.6339 -9.5254 4.4078  C123 1.090
137 H -7.2821 -10.9809 3.7420  C123 1.090
138 H -7.7926 -7.4826 4.0536  C124 1.090
139 H -6.3955 -7.5513 3.0108  C124 1.090
140 H -7.6706 -6.6351 1.1925  C125 1.090
141 H -7.9943 -5.6524 2.5844  C125 1.090
142 H -10.1630 -6.2613 1.2748  C126 1.090
143 H -10.1484 -7.1650 2.7988  C126 1.090
144 H -11.6846 -8.6773 2.2671  C128 1.090
145 H -12.0073 -8.1236 0.7133  C128 1.090
146 H -11.5735 -9.7962 0.9664  C128 1.090
147 H -9.9168 -7.6851 -0.8935  C129 1.090
148 H -8.2173 -8.0922 -0.4536  C129 1.090
149 H -9.1209 -9.3488 -0.9127  C129 1.090
150 H -10.1024 -10.8276 2.3576  O131 0.960
151 C 0.9529 -8.3895 -3.9633  O152 1.462, H157 1.090, H158 1.090, H159 1.090
152 O 1.9325 -9.1561 -3.1953  C151 1.462, C153 1.452
153 C 3.1664 -9.4718 -3.8928  O152 1.452, C154 1.511, H160 1.090, H161 1.090
154 C 4.3707 -8.6775 -3.4423  C153 1.511, C155 1.570, N156 1.471, H162 1.090
155 C 4.3240 -7.1699 -3.8774  C154 1.570, H163 1.090, H164 1.090, H165 1.090
156 N 5.5924 -9.2672 -4.0116  C154 1.471, H166 1.010, H167 1.010
157 H 0.1960 -7.9737 -3.2983  C151 1.090
158 H 0.4891 -9.2617 -4.4242  C151 1.090
159 H 1.3260 -7.7992 -4.8002  C151 1.090
160 H 3.5024 -10.4876 -3.6842  C153 1.090
161 H 2.9058 -9.5417 -4.9489  C153 1.090
162 H 4.5086 -8.7253 -2.3621  C154 1.090
163 H 3.3971 -6.6439 -3.6488  C155 1.090
164 H 4.4490 -6.9745 -4.9424  C155 1.090
165 H 5.1723 -6.6378 -3.4470  C155 1.090
166 H 5.7473 -10.1639 -3.5732  N156 1.010
167 H 6.3881 -8.8170 -3.5823  N156 1.010
168 C 12.1333 -7.4667 -3.6291  O169 1.448, H174 1.090, H175 1.090, H176 1.090
169 O 12.4402 -6.3651 -2.7413  C168 1.448, C170 1.461
170 C 11.5331 -5.2396 -2.9510  O169 1.461, C171 1.518, H177 1.090, H178 1.090
171 C 11.2694 -4.4914 -1.6570  C170 1.518, C172 1.562, N173 1.500, H179 1.090
172 C 10.4293 -5.3333 -0.6440  C171 1.562, H180 1.090, H181 1.090, H182 1.090
173 N 10.4999 -3.2373 -1.9514  C171 1.500, H183 1.010, H184 1.010
174 H 12.8877 -8.2533 -3.6121  C168 1.090
175 H 11.9508 -7.0558 -4.6220  C168 1.090
176 H 11.2145 -7.9780 -3.3419  C168 1.090
177 H 11.9137 -4.5265 -3.6823  C170 1.090
178 H 10.5471 -5.5501 -3.2967  C170 1.090
179 H 12.2522 -4.2441 -1.2558  C171 1.090
180 H 10.3870 -4.8123 0.3125  C172 1.090
181 H 11.0149 -6.2396 -0.4901  C172 1.090
182 H 9.4305 -5.6229 -0.9707  C172 1.090
183 H 10.3640 -2.9642 -0.9885  N173 1.010
184 H 9.5939 -3.5215 -2.2954  N173 1.010
185 C -9.1492 -0.7172 -4.4287  O186 1.361, H194 1.090, H195 1.090, H196 1.090
186 O -10.2394 -0.1817 -3.8143  C185 1.361, C187 1.403
187 C -10.9174 -0.8515 -2.7843  O186 1.403, C188 1.517, H197 1.090, H198 1.090
188 C -12.2232 -0.0833 -2.7032  C187 1.517, N189 1.455, H199 1.090, H200 1.090
189 N -13.2090 -0.6733 -1.8100  C188 1.455, C190 1.488, H201 1.010
190 C -13.7335 -1.9384 -2.3923  N189 1.488, C191 1.603, H202 1.090, H203 1.090
191 C -15.0398 -2.4920 -1.6452  C190 1.603, O192 1.431, H204 1.090, H205 1.090
192 O -14.7686 -3.2041 -0.4333  C191 1.431, C193 1.458
193 C -14.5270 -2.4160 0.7696  O192 1.458, H206 1.090, H207 1.090, H208 1.090
194 H -9.2759 -1.6377 -4.9986  C185 1.090
195 H -8.5390 -1.1581 -3.6405  C185 1.090
196 H -8.5978 0.0167 -5.0164  C185 1.090
197 H -10.4463 -0.6461 -1.8231  C187 1.090
198 H -10.8858 -1.9188 -3.0035  C187 1.090
199 H -12.7144 -0.0529 -3.6757  C188 1.090
200 H -12.0298 0.9571 -2.4418  C188 1.090
201 H -13.9784 -0.0304 -1.6885  N189 1.010
202 H -13.0923 -2.8164 -2.3140  C190 1.090
203 H -13.8691 -1.7226 -3.4521  C190 1.090
204 H -15.6481 -3.1148 -2.3010  C191 1.090
205 H -15.6458 -1.6286 -1.3707  C191 1.090
206 H -15.5284 -2.1514 1.1092  C193 1.090
207 H -13.8184 -1.5963 0.6505  C193 1.090
208 H -14.1234 -3.0191 1.5828  C193 1.090
209 C 7.6363 4.0352 7.6067  O210 1.452, H218 1.090, H219 1.090, H220 1.090
210 O 6.5693 4.9744 7.9005  C209 1.452, C211 1.422
211 C 5.4800 5.1352 7.0010  O210 1.422, C212 1.498, H221 1.090, H222 1.090
212 C 5.9533 5.7605 5.7244  C211 1.498, N213 1.476, H223 1.090, H224 1.090
213 N 4.8319 5.7638 4.7648  C212 1.476, C214 1.467, H225 1.010
214 C 4.6456 7.0217 4.0329  N213 1.467, C215 1.552, H226 1.090, H227 1.090
215 C 5.8091 7.2490 3.0311  C214 1.552, O216 1.450, H228 1.090, H229 1.090
216 O 6.3141 6.0250 2.4412  C215 1.450, C217 1.475
217 C 7.4106 6.1405 1.4613  O216 1.475, H230 1.090, H231 1.090, H232 1.090
218 H 7.3004 3.0038 7.4995  C209 1.090
219 H 8.2338 4.0364 8.5184  C209 1.090
220 H 8.1848 4.4987 6.7867  C209 1.090
221 H 4.8178 5.8575 7.4784  C211 1.090
222 H 5.0854 4.1342 6.8264  C211 1.090
223 H 6.9280 5.4126 5.3826  C212 1.090
224 H 6.1160 6.8200 5.9221  C212 1.090
225 H 5.1351 5.1624 4.0122  N213 1.010
226 H 4.5763 7.9170 4.6507  C214 1.090
227 H 3.7617 6.9321 3.4014  C214 1.090
228 H 6.5299 7.7198 3.6996  C215 1.090
229 H 5.3244 7.8256 2.2433  C215 1.090
230 H 7.4256 5.2949 0.7735  C217 1.090
231 H 8.3475 6.1404 2.0183  C217 1.090
232 H 7.2516 7.0430 0.8712  C217 1.090
233 C 0.3957 -11.9170 -8.6924  O234 1.437, H242 1.090, H243 1.090, H244 1.090
234 O 0.1056 -10.6605 -9.3275  C233 1.437, C235 1.403
235 C -0.8083 -10.7204 -10.3906  O234 1.403, C236 1.573, H245 1.090, H246 1.090
236 C -1.0421 -9.2617 -10.9299  C235 1.573, N237 1.468, H247 1.090, H248 1.090
237 N -1.7857 -8.3381 -10.0649  C236 1.468, C238 1.498, H249 1.010
238 C -2.2828 -7.0801 -10.7078  N237 1.498, C239 1.477, H250 1.090, H251 1.090
239 C -2.0738 -5.9213 -9.8166  C238 1.477, O240 1.445, H252 1.090, H253 1.090
240 O -0.6834 -5.5908 -9.6020  C239 1.445, C241 1.427
241 C -0.5509 -4.5721 -8.6114  O240 1.427, H254 1.090, H255 1.090, H256 1.090
242 H -0.4116 -12.0805 -7.9785  C233 1.090
243 H 1.3497 -11.9351 -8.1654  C233 1.090
244 H 0.3247 -12.6797 -9.4678  C233 1.090
245 H -1.7781 -11.1790 -10.1979  C235 1.090
246 H -0.3698 -11.3599 -11.1566  C235 1.090
247 H -1.4141 -9.1075 -11.9428  C236 1.090
248 H -0.0163 -8.9354 -11.1013  C236 1.090
249 H -1.2194 -7.8367 -9.3955  N237 1.010
250 H -3.3567 -7.1748 -10.8685  C238 1.090
251 H -1.7791 -6.9568 -11.6665  C238 1.090
252 H -2.4374 -6.1873 -8.8240  C239 1.090
253 H -2.6869 -5.0923 -10.1701  C239 1.090
254 H -1.1707 -4.6892 -7.7224  C241 1.090
255 H -0.9951 -3.6645 -9.0202  C241 1.090
256 H 0.5137 -4.4209 -8.4328  C241 1.090